1.
ORCA calculation (wB97M-V/def2-TZVPD) on C11H11N3O9S2 in the gas phase at a distorted geometry.

```
36
Properties=species:S:1:pos:R:3:forces:R:3
N 2.39656 -2.85963 0.83913 0.41 0.65 0.03
N 1.69662 -2.10595 1.82790 -0.92 0.94 -0.83
C 0.86615 -0.99861 1.58933 0.26 -1.08 2.46
O 0.21944 -0.50770 2.51157 0.39 -0.40 -0.81
C 0.87647 -0.36166 0.27016 0.28 0.49 -2.54
C 2.09558 0.20785 -0.20725 -0.57 0.06 -0.75
C 2.21754 0.77094 -1.51011 -1.78 -0.31 1.11
S 3.83697 1.35566 -2.11480 2.78 0.16 -1.39
N 4.68258 -0.06862 -1.95153 0.69 -0.33 -0.33
O 4.60597 2.30542 -1.31370 -2.23 -0.85 -0.03
O 3.84792 1.57301 -3.55501 -1.58 0.19 1.22
C 1.05110 0.76448 -2.29666 0.54 0.41 0.14
C -0.17720 0.24515 -1.84440 0.17 -0.66 0.24
C -0.28517 -0.35582 -0.58470 0.88 0.26 0.75
S -1.91843 -1.12119 -0.04633 -0.26 -4.70 -0.09
O -1.78264 -2.26737 0.89160 1.01 2.86 -0.87
O -2.68553 -1.57289 -1.21436 1.19 2.04 0.64
C -2.81931 0.16093 0.76090 0.69 -1.39 4.28
C -2.96735 0.21341 2.12050 1.32 -0.62 -3.50
C -3.78014 1.16686 2.85554 -1.54 -0.18 1.99
O -4.20178 0.79835 3.93950 0.27 0.85 -0.95
O -4.08390 2.35379 2.29435 0.19 -0.40 0.02
C -3.46691 0.95418 -0.17813 -0.65 3.54 -4.05
O -2.81908 1.65058 -0.97826 -1.73 -1.30 1.56
O -4.81114 0.82367 -0.18777 1.13 0.01 0.43
H 2.85957 -2.25341 0.13958 -0.34 -0.27 1.00
H 1.81466 -3.49578 0.31073 -0.56 0.06 0.24
H 1.56840 -2.50384 2.77240 0.43 0.16 -1.03
H 2.99057 0.20544 0.40019 -0.12 -0.18 0.34
H 4.85492 -0.39338 -2.92605 -0.14 0.13 1.07
H 5.58131 0.18987 -1.51278 -0.59 -0.33 -0.26
H 1.09230 1.20943 -3.27985 0.00 -0.06 -0.15
H -1.02934 0.21575 -2.52395 0.20 0.18 0.26
H -2.46778 -0.56139 2.67128 0.19 0.01 0.47
H -4.73116 2.81095 2.86703 0.37 -0.33 -0.10
H -5.12778 1.45152 -0.83606 -0.36 0.38 -0.56
```
Positions in Å, forces in eV/Å.

2S+1 = 1
SMILES = NNC(=O)c1cc(S(N)(=O)=O)ccc1S(=O)(=O)/C(=C/C(=O)O)C(=O)O
HOMO-LUMO gap = 8.3 eV

Atom charges from the natural (NBO) analysis, given in e for atoms 1 to 2: -0.648 -0.463

=====

2.
ORCA calculation (wB97M-V/def2-TZVPD) on a molecular structure, C32H33MnN7O2S2Sb at a distorted geometry.

```
78
Properties=species:S:1:pos:R:3:forces:R:3
Mn 0.00847 -0.54301 0.13063 -1.33 0.27 -0.08
C 0.75198 2.52779 1.43583 -0.05 -0.09 0.22
C 0.12156 1.56140 2.39992 -0.04 -0.13 -0.09
C -0.03128 1.88376 3.74501 -0.03 0.05 0.06
C -0.62543 0.97960 4.60293 0.02 0.06 0.05
C -1.10646 -0.22263 4.09130 -0.01 -0.01 -0.07
C -0.94594 -0.49078 2.74423 -0.11 -0.19 -0.09
N -0.31647 0.38289 1.92698 0.35 0.20 0.18
Sb -2.17010 -2.16743 1.97055 0.23 0.39 -0.43
C -2.92413 -0.70511 0.54705 0.02 -0.16 0.19
C -4.27291 -0.42645 0.45566 0.03 -0.02 0.00
C -4.69968 0.54054 -0.44692 -0.06 0.05 -0.06
C -3.75836 1.19925 -1.21203 -0.06 0.00 -0.01
C -2.41455 0.87535 -1.07787 0.13 -0.07 0.03
C -1.36273 1.56880 -1.89296 -0.40 0.01 0.10
N -2.00691 -0.06719 -0.21024 0.00 0.25 -0.19
C -1.10306 -3.07985 0.26848 -0.13 0.09 0.24
C -1.35160 -4.42677 0.08269 0.06 0.06 -0.06
C -0.99524 -5.01053 -1.13042 -0.02 -0.04 -0.01
C -0.39408 -4.23539 -2.10349 -0.04 -0.14 -0.02
C -0.13536 -2.89434 -1.85095 -0.02 0.14 0.11
C 0.50832 -2.00197 -2.87293 -0.14 -0.16 0.05
N -0.49685 -2.34192 -0.68168 0.43 -0.18 -0.18
H 1.79171 2.72979 1.70248 -0.02 -0.01 -0.01
H 0.71739 2.13359 0.42431 0.01 -0.02 -0.18
H 0.21943 3.47960 1.45551 0.01 -0.01 0.01
H 0.30118 2.85279 4.09811 0.02 -0.08 0.01
H -0.73542 1.21075 5.65584 -0.02 0.01 -0.05
H -1.62098 -0.92995 4.73037 0.03 0.03 0.02
H -4.98353 -0.94841 1.08281 0.00 -0.01 -0.04
H -5.75334 0.77079 -0.55029 0.06 0.01 0.03
H -4.05137 1.96867 -1.91512 0.00 -0.05 0.00
H -1.58520 1.50318 -2.95805 0.02 -0.01 -0.01
H -1.30206 2.62664 -1.63131 0.03 -0.01 0.01
H -0.39587 1.11035 -1.72071 0.35 -0.08 -0.02
H -1.82126 -5.01188 0.86182 -0.05 -0.02 -0.02
H -1.20448 -6.05804 -1.31249 0.05 0.04 0.01
H -0.12203 -4.66272 -3.06079 -0.01 0.03 0.05
H 1.22313 -2.55463 -3.48135 -0.01 0.02 0.01
H -0.25215 -1.59587 -3.54471 0.02 0.00 0.01
H 1.02034 -1.17098 -2.38997 0.10 0.10 0.04
O 5.02721 -2.77577 1.62816 -0.10 0.18 -0.08
C 4.13799 -2.98645 2.63338 -0.10 -0.07 0.00
C 4.35829 -3.96815 3.59077 0.07 -0.07 0.08
C 3.40668 -4.22707 4.55853 -0.01 -0.01 -0.01
C 2.20423 -3.51986 4.57782 -0.04 -0.01 0.08
C 1.97091 -2.56724 3.61559 -0.02 0.14 0.01
C 2.93619 -2.26460 2.64264 0.13 0.00 0.14
C 2.57435 -1.33967 1.57076 0.28 0.15 0.05
O 1.49161 -1.43562 1.00175 0.42 -0.37 -0.21
N 3.64048 0.04611 -0.11048 -0.22 -0.06 0.32
N 2.58697 0.57645 -0.87712 0.02 -0.16 -0.33
C 2.91179 1.70760 -1.45114 0.08 0.24 0.30
S 4.18189 2.78318 -0.90988 -0.02 -0.08 -0.07
C 4.10308 3.89783 -2.34175 0.00 -0.06 -0.02
C 2.67260 3.93294 -2.84476 -0.10 -0.04 0.04
S 2.01634 2.23901 -2.82131 -0.04 -0.03 -0.02
H 5.72841 -3.43356 1.69305 0.12 -0.05 -0.03
H 5.27596 -4.54835 3.55862 -0.05 0.05 0.02
H 3.59283 -4.99777 5.29703 0.01 0.05 -0.04
H 1.46294 -3.72090 5.34026 0.05 -0.01 -0.03
H 1.04747 -2.00052 3.61692 0.01 -0.05 -0.03
H 4.79621 3.53379 -3.09647 0.00 0.01 -0.04
H 4.42619 4.88031 -2.00201 0.02 0.01 0.00
H 2.62335 4.27519 -3.87754 0.00 0.03 0.01
H 2.02966 4.55874 -2.22963 0.04 0.03 0.03
C 5.12975 -0.43624 -2.04074 0.04 0.14 -0.05
C 4.86795 -0.17070 -0.59941 -0.09 -0.12 -0.19
N 3.42447 -0.28476 1.24518 0.20 -0.02 0.11
C 4.47569 0.14891 2.10236 -0.22 -0.06 0.16
C 5.69538 0.21810 1.60304 0.18 0.01 -0.10
N 5.87488 -0.14255 0.25032 -0.04 -0.13 0.27
H 4.22190 -0.42560 -2.63374 -0.05 0.01 0.04
H 5.58324 -1.42805 -2.11773 -0.01 0.00 0.02
H 5.84146 0.28513 -2.44405 -0.03 0.02 0.01
H 4.21706 0.40074 3.12231 0.02 0.05 -0.10
H 6.56397 0.56097 2.14686 -0.04 -0.03 -0.07
H 6.80078 -0.36180 -0.08524 0.07 -0.03 -0.05
```
Positions in Å, forces in eV/Å.

2S+1 = 4
Total charge = +3
Relative energy (zero: lowest compared OMol25 entry of this formula, charge and spin) = 1.310 eV
HOMO-LUMO gap (spin up / spin down) = 8.0 / 7.3 eV

Atom charges from the Mulliken analysis, given in e for atoms 1 to 2: 0.339 -1.034

=====

3.
ORCA calculation (wB97M-V/def2-TZVPD) on a molecular structure, C20H31CrO3 at a distorted geometry.

```
55
Properties=species:S:1:pos:R:3:forces:R:3
O -1.16028 0.29168 -4.51244 1.88 0.78 1.01
C 0.17716 1.02485 -4.50116 -1.54 -0.90 -0.24
C -0.55351 2.34392 -4.61019 -0.68 -0.28 0.18
H 0.78202 0.74852 -5.36842 -0.07 -0.07 0.55
H 0.69298 0.88321 -3.54609 -0.06 -0.20 -0.20
C -1.85019 1.54892 -4.21846 0.97 0.16 -0.62
H -0.58976 2.67797 -5.63186 0.17 0.62 -0.36
H -0.22150 3.06900 -3.85751 -0.26 0.24 -0.58
C -3.12350 1.41343 -5.08908 0.32 0.19 0.04
H -2.90666 1.06831 -6.14474 0.08 0.62 1.17
H -3.68972 2.36808 -5.11047 -0.06 -0.73 0.07
H -3.67266 0.55991 -4.61560 0.04 0.93 -0.32
C -2.10466 1.95757 -2.75575 -0.44 -0.70 0.23
H -1.24595 1.85696 -2.05412 -0.23 -0.35 -0.70
H -2.91741 1.34126 -2.33174 0.19 0.61 0.03
H -2.30811 3.04743 -2.75469 -0.42 -0.56 -0.04
Cr 0.74005 0.16395 -0.39010 -3.84 -0.67 0.08
C 1.92937 1.42123 0.95650 1.69 -0.03 -0.34
C 2.53374 0.12665 0.80472 1.08 0.84 -0.31
C 2.87862 -0.04219 -0.59255 0.26 0.85 0.49
H 2.73848 -0.63059 1.56867 -0.36 0.53 -0.29
C 2.51024 1.15264 -1.29972 0.50 0.18 0.63
C 1.90039 2.05371 -0.34665 1.13 -0.60 0.06
H 1.69558 3.10565 -0.55689 -0.38 -0.53 0.12
H 1.66329 1.88155 1.90833 -0.26 -0.32 -0.53
H 3.38542 -0.89835 -1.02132 -0.19 0.06 0.05
H 2.74281 1.36071 -2.35119 -0.30 -0.08 0.55
C -0.76366 -0.52835 1.65715 -1.01 -0.76 -0.90
C -1.35370 0.44202 0.62367 1.70 0.56 0.30
C -1.96029 -0.48429 -0.30194 0.42 -1.93 -1.15
H -1.83442 1.39085 0.86728 -0.12 -0.37 0.46
C -1.07771 -1.59524 -0.44149 -1.88 0.87 -0.05
C -0.12583 -1.55841 0.64809 1.21 1.13 0.36
H 0.44510 -2.41778 1.01454 -0.37 0.14 -0.17
H -1.59372 -1.04316 2.15307 -0.68 -0.42 0.42
H -2.96090 -0.41464 -0.73224 0.56 0.22 -0.48
H -1.14737 -2.29725 -1.28848 0.02 0.05 0.79
O 0.70693 -1.31003 -6.05208 0.49 -0.57 -2.52
C 0.38708 -0.77675 -7.40397 -0.20 0.33 1.30
C 0.96842 -1.69465 -8.48703 -0.24 -0.54 0.38
H 0.78631 0.25784 -7.48989 -0.15 -0.57 0.22
H -0.71674 -0.71181 -7.43781 0.52 -0.01 -0.08
C 1.77710 -2.78641 -7.69645 -0.03 0.57 -0.64
H 1.56821 -1.14727 -9.23230 -0.09 -0.23 0.45
H 0.12826 -2.14606 -9.02842 0.27 -0.06 0.03
C 1.48274 -2.52123 -6.21844 -0.22 0.40 0.51
H 2.85117 -2.67850 -7.92127 -0.39 -0.09 0.17
H 1.47802 -3.80327 -7.97823 0.06 0.28 -0.02
H 2.40869 -2.39032 -5.66136 0.10 0.00 0.11
H 0.93931 -3.34867 -5.74876 -0.05 0.11 -0.12
C -0.34126 -0.42466 4.01252 -0.29 -0.05 -0.78
O 0.01341 0.01894 2.70148 0.91 -0.09 1.10
H 0.49724 -0.32246 4.70448 0.13 0.36 -0.23
H -0.62716 -1.48484 4.05438 0.02 0.07 -0.29
H -1.20259 0.15245 4.37446 0.09 -0.01 0.13
```
Positions in Å, forces in eV/Å.

2S+1 = 5
Total charge = -1
HOMO-LUMO gap (spin up / spin down) = 3.1 / 3.9 eV

Atom charges from the natural (NBO) analysis, given in e for atoms 1 to 2: -0.553 -0.066

=====

4.
ORCA calculation (wB97M-V/def2-TZVPD) on 2 unconnected molecules or ions with the total composition C12H21N3OP at a distorted geometry.

```
38
Properties=species:S:1:pos:R:3:forces:R:3
C 2.86717 0.51926 2.95479 -0.46 0.14 -0.10
C 1.67753 0.45423 3.60601 0.63 -0.79 -0.04
N 0.53193 -0.14180 2.92149 1.05 2.64 -1.14
C 0.15271 0.26733 1.76537 -1.55 -0.75 0.44
C -0.95926 -0.56009 1.24592 0.06 -1.41 -0.85
C -2.13667 0.12528 0.53716 0.17 0.55 -0.02
C -2.50020 1.50066 1.10489 -0.46 -0.20 0.15
N -2.65189 1.55357 2.56686 0.53 -0.03 -0.41
P -0.07290 -1.56810 -0.07004 0.76 0.72 -1.04
O 0.18445 -0.79682 -1.29932 -0.13 0.16 -0.19
C -1.23712 -1.62061 2.35227 1.39 -0.28 -0.14
C -0.27130 -1.22005 3.48640 -2.25 0.97 1.17
H 2.94628 1.03648 1.99845 -0.28 -1.63 -0.92
H 3.76896 0.04154 3.32295 0.47 1.65 1.06
H 1.50552 0.87548 4.58886 0.08 -1.55 0.73
H 0.60070 1.09659 1.23690 0.16 0.09 0.12
H -2.99719 -0.54296 0.54994 0.02 -0.11 0.12
H -1.86451 0.27713 -0.50901 -0.10 -0.05 -0.08
H -3.45413 1.78841 0.66326 0.04 0.05 -0.19
H -1.76814 2.22978 0.75661 0.04 0.10 0.15
H -2.63906 0.63381 2.98217 -0.14 0.04 0.18
H -1.93520 2.12835 2.98546 -0.09 0.01 0.23
H -0.76256 -2.78134 -0.25537 -0.16 0.06 0.40
H 1.16093 -1.89164 0.54386 -0.37 -0.41 0.42
H -0.93257 -2.60727 1.98703 -0.13 -0.09 0.02
H -2.27030 -1.74330 2.65685 -0.07 0.38 0.11
H -0.90029 -0.69125 4.21547 0.21 -0.13 0.31
H 0.22578 -1.98434 4.07147 0.64 -0.08 -0.55
N 1.36469 0.26871 -4.16187 0.06 0.02 0.05
C 0.53643 -0.40657 -5.01494 -0.02 0.01 0.03
C 0.84862 -0.02710 -6.29321 -0.01 -0.02 0.00
C 1.91109 0.91230 -6.20810 0.02 0.01 0.00
C 2.20784 1.07181 -4.88095 -0.03 0.00 0.04
H 1.34960 0.18332 -3.16135 -0.08 -0.08 0.00
H -0.20078 -1.09519 -4.63982 -0.01 0.00 -0.01
H 0.37025 -0.38315 -7.18994 0.00 0.00 -0.01
H 2.40041 1.41187 -7.02702 0.00 0.00 -0.01
H 2.94317 1.68568 -4.38954 0.01 0.01 -0.02
```
Positions in Å, forces in eV/Å.

2S+1 = 1
Total charge = +1
HOMO-LUMO gap = 4.6 eV

Atom charges from the natural (NBO) analysis, given in e for atoms 1 to 2: -0.317 -0.060

=====

The highest 2S+1 belongs to which entry? C20H31CrO3